1.
Here is a cluster of 2 separate species, C2H8ClN2PS in total in a non-equilibrium geometry from the Open Molecules 2025 dataset. Energies are from the ωB97M-V functional and the def2-TZVPD basis.

Calculated values
* lowest unoccupied orbital energy: -1.08 eV
* relative energy (zero: lowest compared OMol25 entry of this formula, charge and spin): 85.1 kcal/mol
* gap between HOMO and LUMO: 7.97 eV
* max |F|: 4.60 eV Å⁻¹

Each line ends with the Löwdin charge.
Element x y z (Å)
C 0.862 -1.070 0.538  -0.188
C 1.344 0.812 -1.121  -0.124
N -2.118 -1.209 -0.116  0.000
N 0.502 0.175 -0.103  -0.484
P -0.807 0.820 0.608  0.029
S -1.189 2.663 0.186  0.198
Cl -0.635 0.701 2.608  0.308
H 1.823 -1.445 0.127  0.095
H 0.969 -0.867 1.673  0.043
H 0.058 -1.788 0.361  0.043
H 2.266 1.291 -0.832  0.071
H 1.549 0.206 -2.019  0.085
H 0.727 1.705 -1.551  0.066
H -2.824 -1.227 0.532  -0.085
H -2.528 -0.766 -0.892  -0.059

---

2.
Here is a structure of composition C2H8CsN4O6S in a non-equilibrium geometry from the Open Molecules 2025 dataset. Energies are from the ωB97M-V functional and the def2-TZVPD basis.

Calculated values
* lowest unoccupied orbital energy: 1.42 eV
* relative energy (zero: lowest compared OMol25 entry of this formula, charge and spin): 27.0 kcal/mol
* gap between HOMO and LUMO: 3.98 eV
* total charge: -1
* max |F|: 7.52 eV Å⁻¹

Each line ends with the Löwdin charge.
Element x y z (Å)
Cs 1.858 0.462 0.681  1.163
S 3.471 -2.331 -1.733  0.117
O 4.702 -3.091 -1.416  -0.448
O 3.820 -1.052 -2.412  -0.484
O 2.557 -3.046 -2.636  -0.455
O 2.747 -2.050 -0.511  -0.623
C -0.911 2.858 1.835  -0.786
O -0.042 2.129 2.262  -0.102
N -1.766 2.573 0.842  0.183
N -1.133 3.966 2.421  0.160
H -1.731 1.629 0.485  0.078
H -2.417 3.287 0.547  0.107
H -1.969 4.526 2.334  0.112
H -0.513 4.407 3.085  0.125
C -1.012 -1.236 -0.717  -0.823
O -0.807 -0.089 -0.581  -0.057
N -0.098 -2.185 -1.003  0.194
N -2.130 -1.777 -0.436  0.155
H 0.881 -1.956 -1.093  0.035
H -0.445 -3.005 -1.480  0.115
H -2.086 -2.763 -0.223  0.117
H -2.976 -1.256 -0.251  0.117